<P>
ORCA calculation (ωB97M-V/def2-TZVPD) on a structure of composition C29H25As2CrN4O14S4.

Each line ends with the Löwdin spin population.
Atoms and positions in Å:
C -4.70477 2.60068 3.05676  0.00
O -1.04905 1.58828 1.17700  0.00
C 0.58291 1.23614 -5.40787  0.00
C 3.66709 -4.65141 0.95062  0.00
O 3.92278 0.61897 1.38789  0.00
H 3.03674 -6.49939 1.81078  0.00
H 1.64646 -3.90288 5.07713  0.00
O -3.90452 0.99436 -1.90080  0.00
C 1.75271 -0.25054 -6.87592  0.00
C -3.38757 0.74409 2.25936  0.00
H 3.93941 -1.29614 2.57389  0.00
H 0.02618 2.14217 -5.21309  0.00
O -0.28162 -0.76135 1.24301  0.00
C -1.17121 3.24898 -1.31934  0.02
C -3.86443 1.53402 3.30866  0.00
O -1.70327 -0.23533 -1.05664  0.02
S -1.57340 4.01304 0.19397  0.01
H -3.72030 4.74231 -1.64866  0.00
H -2.95806 6.08128 -2.55068  0.00
S -1.71302 -1.28530 1.32758  0.00
H 3.07234 -0.56848 -1.02116  0.00
O -0.16615 0.02520 3.93515  0.00
S -0.36109 1.29749 2.55709  0.00
H 0.64381 -6.10806 1.45053  0.00
Cr -0.12980 0.66838 -0.25681  0.94
N 3.82999 -2.35829 -0.11525  0.00
N 1.65975 -2.04140 -0.51366  0.00
C 1.02740 0.91967 -6.67754  0.00
H 4.72292 -4.80978 1.13886  0.00
O 2.56749 2.28885 2.98491  0.00
H 1.41408 -1.31260 -2.71172  0.00
C 0.80245 -0.86578 3.80055  0.00
H -5.02720 3.22557 3.88156  0.00
C -2.02130 5.59796 -0.63872  0.00
C 1.54648 -0.80253 -4.53481  0.00
N -0.20615 1.92500 -2.81899  0.00
H -4.95565 2.31332 -0.30642  0.00
N -0.45709 2.17835 -1.48453  -0.02
As 2.20967 1.00732 2.03597  0.00
H 4.20199 1.50885 1.14235  0.00
C 2.00294 -1.10519 -5.82007  0.00
H -0.23791 -2.27986 4.99825  0.00
C 1.98255 -0.62851 3.05602  0.00
C -3.81670 1.04123 0.95779  0.00
C -4.66582 2.11217 0.71714  0.00
C 2.92526 -2.70535 3.84115  0.00
S -1.73245 4.04140 -2.78990  0.01
C 1.35238 -5.36102 1.11459  0.00
C -2.77617 5.23208 -1.89070  0.00
H -3.41090 0.64697 -2.65399  0.00
O -1.71237 -2.51945 2.08195  0.00
As -3.28840 -0.05578 -0.53214  0.00
C 0.84889 0.40191 -4.32272  0.00
C 2.84938 -1.53234 -0.59367  0.00
H -1.10945 6.14889 -0.87236  0.00
C 1.82948 -3.26614 0.10845  0.00
C 0.69604 -2.08367 4.48844  0.00
C 3.20194 -3.48747 0.35547  0.00
O -0.92343 2.28496 3.44420  0.00
C 1.74311 -2.97915 4.51720  0.00
C 0.43054 0.79186 -2.96171  0.00
C 3.02668 -1.53998 3.09969  0.00
H 4.79247 -2.10600 0.00935  0.00
O 1.80358 -1.67557 -3.55080  0.00
O -4.23729 -1.37618 -0.64036  0.00
C 2.71743 -5.58446 1.32524  0.00
H -5.73792 3.76585 1.57084  0.00
H -0.16744 -4.02158 0.36850  0.00
C 0.88787 -4.21151 0.50192  0.00
H -2.62615 6.16947 0.06598  0.00
H 2.55745 -2.02441 -5.96054  0.00
H 0.82298 1.58046 -7.51071  0.00
H 3.75478 -3.39852 3.88019  0.00
O 0.75082 0.04734 -1.96115  0.00
H 2.12729 -0.49955 -7.86193  0.00
O 1.50812 1.41074 0.54878  0.01
O -2.48899 -0.21715 2.56751  0.00
H -3.49160 1.32580 4.30162  0.00
C -5.10595 2.90666 1.76151  0.00

⟨S²⟩ = 0.765
HOMO-LUMO gap (alpha / beta) = 0.2489 / 0.2495 Eh
total charge = -2
multiplicity = 2

<Q>
ORCA calculation (ωB97M-V/def2-TZVPD) on a structure of composition C29H25As2CrN4O14S4.

Each line ends with the Löwdin spin population.
Atoms and positions in Å:
H -2.71957 1.60024 -3.10128  0.00
O 2.18952 0.38644 2.36226  0.00
As 3.19252 -0.95105 2.54261  0.00
C -0.81723 6.54481 0.60832  0.00
N -1.49099 0.20160 0.62182  -0.01
H -1.41666 -4.60330 5.49871  0.00
C 4.10645 -1.07228 0.82051  0.00
O 3.24545 3.38511 -0.06186  0.00
N -2.07051 -1.60118 -2.16029  0.00
H -4.09170 3.11327 -0.82271  0.00
C 3.58609 -1.25736 -0.45516  0.00
H 2.32285 2.08167 2.83434  0.00
N -0.63391 -3.31589 -2.13847  0.00
C -1.53364 -1.35435 2.22243  0.00
O 1.61754 -1.42746 -2.13542  0.00
H 1.23859 -2.10114 2.56356  0.00
C -0.70213 -2.89381 -3.44668  0.00
C 5.74100 -0.83216 -1.43587  0.00
H -4.88270 2.15318 -2.09446  0.00
H -2.61337 3.33801 -2.73994  0.00
S 1.90478 3.02655 -0.45155  0.00
O -4.25835 -2.33318 1.75144  0.00
N -2.23222 -0.76790 1.28688  0.00
C -0.21196 6.44955 -0.63689  0.00
H 0.19157 -3.71208 -1.69977  0.00
H 0.14806 -2.91405 -6.68962  0.00
H 1.08073 5.26302 -1.88696  0.00
C 0.61773 5.37522 -0.91533  0.00
H -2.63858 -0.35921 -4.64473  0.00
H 5.86229 -0.64392 1.94377  0.00
O -0.32536 -1.03132 2.52116  0.00
C -0.35094 -2.63258 -5.77020  0.00
O 1.34389 1.92895 0.35501  0.00
H -3.72384 -1.60567 1.33381  0.00
H -3.73037 -5.36820 4.99879  0.00
S -3.87315 0.74140 -0.46585  0.00
H -1.03579 5.62845 2.54530  0.00
C -1.92389 -1.17369 -4.63647  0.00
H -1.48289 -1.07778 -6.72764  0.00
H -5.03585 -4.25783 3.20799  0.00
H 3.94568 -1.24367 -2.55150  0.00
C -1.27914 -1.58235 -5.79101  0.00
H -1.47206 7.37631 0.84085  0.00
O 1.69028 2.86606 -1.87196  0.00
C -4.02750 -3.94005 3.44139  0.00
C 5.46471 -0.78718 0.94629  0.00
H -0.38755 7.20458 -1.39426  0.00
O 2.16579 -2.35065 2.73237  0.00
S -1.31580 2.06917 -1.20960  0.00
S 1.90950 -1.76614 -0.76632  0.00
C 0.24795 4.47993 1.29239  0.00
H -0.45291 -2.73426 4.18906  0.00
C -0.04784 -3.30493 -4.59900  0.00
C -1.62612 -1.83410 -3.45014  0.00
O 4.31848 -0.92085 3.71729  0.00
O 2.06851 2.98867 3.12851  0.00
C -1.99708 -4.12638 4.72019  0.00
C 6.27970 -0.67347 -0.16967  0.00
C -2.14563 0.89508 -0.22711  0.01
O 1.85255 -3.19164 -0.47409  0.00
O 1.06044 -1.01011 0.18736  0.01
C -3.99049 2.24420 -1.47336  0.00
C -3.29146 -4.55165 4.43710  0.00
As 0.39623 3.27468 2.83338  0.01
O -0.34682 4.01653 4.07521  0.00
H 7.33041 -0.44066 -0.04570  0.00
O -0.28868 1.75060 2.44337  0.02
C -2.17799 -2.45293 2.97661  0.00
C -2.72839 2.34455 -2.30520  0.00
C -3.48823 -2.88684 2.70063  0.00
H -1.50681 -2.53381 -0.35472  0.00
C 0.84832 4.39243 0.03774  0.00
H 0.68725 -4.09937 -4.57988  0.00
C -0.58161 5.56783 1.56373  0.00
H 6.35986 -0.72002 -2.31737  0.00
C -1.45637 -3.08543 3.98934  0.00
C 4.39444 -1.12731 -1.57448  0.00
C -1.43885 -2.46675 -1.42963  0.00
Cr 0.43378 0.42985 1.43059  0.95

⟨S²⟩ = 0.767
HOMO-LUMO gap (alpha / beta) = 0.2746 / 0.2761 Eh
total charge = -2
multiplicity = 2

Stability, lowest: <P>

<P>
ORCA calculation (ωB97M-V/def2-TZVPD) on a cluster of 20 separate species, H41O20 in total.

Each line ends with the Löwdin charge.
Atoms and positions in Å:
H -0.82809 0.17523 -1.77320  0.08
H -3.66929 -3.27169 -0.43165  0.14
H -2.25631 -1.63119 0.03825  0.09
H -1.08300 -3.17053 2.23416  0.15
O -0.14535 -2.59657 2.05212  -0.15
H 3.76580 0.69525 -1.05303  -0.01
H -0.95898 2.69521 -3.32416  0.04
H -4.35408 -0.25832 -2.73857  0.05
H 3.27705 -0.87380 -3.06611  0.16
H 2.09169 3.82705 1.46185  0.01
O 2.30924 3.20002 2.11684  -0.05
O -0.44113 2.54024 -4.13796  -0.08
H -2.22022 -1.80341 3.98917  0.13
H -3.86042 1.32545 -2.42750  0.02
H -2.53374 3.69551 -0.83536  0.06
O -2.99699 -3.88412 0.07976  -0.06
H 2.95693 -4.88153 1.28467  0.04
O -0.02027 0.22159 -2.31459  -0.04
O 1.33585 1.52604 -0.88444  0.07
O 3.62068 1.04032 -0.24686  0.09
O 1.66155 2.90875 -2.88856  -0.02
H 0.86104 3.30591 -2.77311  -0.02
H -0.28946 -3.21932 -0.92436  0.14
O -1.52435 -1.13022 3.61747  -0.09
O -1.15475 3.21537 4.19172  -0.07
H -5.19856 1.11631 3.17615  0.06
H 2.26497 1.58391 -0.52091  0.04
H -0.52706 3.10723 3.41353  0.06
O 3.19742 -3.97792 1.04814  -0.05
O -4.48534 0.71859 -2.89083  -0.09
H -0.04344 1.64794 -3.93700  0.05
H -2.03483 2.90694 4.13755  -0.01
H 3.53445 -4.02784 0.16205  0.01
H 2.10333 -2.20537 -2.95239  -0.04
H 2.82655 0.75622 -3.14084  0.04
H 0.38928 -2.58359 2.86284  0.05
H 1.39401 0.57158 -1.31086  0.12
H 0.02272 -4.12221 -2.34284  0.07
H 0.20966 -0.66100 -2.02942  0.03
H 1.35542 -0.04650 1.79713  0.08
H -0.03873 -0.61245 1.33785  -0.07
H -2.56829 2.57829 0.05864  0.02
O 1.48119 -2.08333 -3.57865  -0.02
H 3.06397 1.29314 3.18050  0.04
H 1.95401 3.06367 -3.77377  0.06
O -2.32973 -0.86409 0.74998  -0.08
H -2.04937 -1.30324 1.54565  -0.04
H 3.59439 0.26678 0.25335  0.07
O -2.48947 2.73498 -0.86375  -0.03
O 3.02070 0.52403 3.81852  -0.03
H -3.03115 -4.67553 0.48666  -0.03
H 1.39043 -2.71437 -4.27582  0.06
H 2.81058 3.73803 2.80271  0.10
O 2.76676 -0.03534 -2.64045  -0.07
O -4.22644 1.02306 3.05388  -0.07
O 0.15338 -3.19699 -1.96483  -0.17
O 0.65670 -0.11213 1.11521  0.01
H 2.54986 0.76829 4.54734  -0.02
H 0.72234 1.29753 -0.06943  0.16
H -1.85186 -0.41460 3.07601  0.00
H -4.13126 0.28874 2.42151  0.02

HOMO-LUMO gap = 0.3677 Eh
total charge = +1
multiplicity = 1

<Q>
ORCA calculation (ωB97M-V/def2-TZVPD) on a cluster of 20 separate species, H41O20 in total.

Each line ends with the Löwdin charge.
Atoms and positions in Å:
O -0.56063 -0.17196 -5.97401  -0.06
O 2.17923 2.32153 -2.06596  -0.07
O 4.04026 0.29182 2.87638  -0.08
H 1.60397 3.45749 1.10218  0.05
H -4.12994 0.32094 -1.92055  -0.02
O 5.49935 1.63225 0.37452  -0.05
H 1.44560 2.51450 -1.49338  -0.01
O -0.53693 1.34976 2.08141  -0.05
O -2.69114 0.13975 0.67935  -0.09
O -4.67053 -2.47707 1.23825  -0.05
H -3.37168 -0.26834 3.97939  0.02
O 5.07768 -0.82623 -0.78970  -0.09
H -0.26338 -4.29353 1.44551  0.07
H -3.94407 1.00673 4.63851  0.09
H -1.58656 -3.44594 -1.50194  0.05
H 3.77585 0.69778 3.70763  0.03
H -0.42756 1.42115 3.04554  0.10
O -3.13856 0.66836 4.12894  -0.10
H -0.59297 -0.18541 -5.00027  0.00
H -5.57767 -2.29643 1.43861  0.03
O -0.85614 -3.91876 0.76092  -0.06
O 3.37853 -2.51755 -0.10027  -0.08
H -1.40279 4.30090 1.76645  0.04
H -0.11148 0.67449 -6.11153  0.04
H 4.66065 2.05899 0.48646  0.01
H -0.44024 -4.10294 -0.08858  0.03
H -2.42687 -2.48729 -2.18888  0.10
H -4.08100 -3.06150 1.69804  0.02
H -1.31320 -2.49295 4.15747  0.05
O -1.36507 -1.71947 3.57729  -0.06
O -0.46868 4.11691 1.94657  -0.08
H 0.09416 0.70727 1.78106  0.05
O -0.37753 -0.69250 -0.73834  0.15
H -1.94425 2.94240 -0.85053  0.11
H -0.53835 3.13013 2.10599  0.00
H -1.85450 1.62193 0.00688  -0.04
H 2.47932 2.46551 1.62702  0.07
O -4.93280 0.82203 -2.04404  -0.05
H -3.34900 0.69088 1.17144  0.09
H -0.39931 0.07688 -0.12945  0.10
H 4.65870 0.80472 2.29398  0.03
H -2.04836 0.15999 1.43581  0.03
H 5.28515 1.09806 -0.43867  0.03
H 5.76692 -1.44224 -0.52047  0.08
H -4.82623 1.68352 -1.55309  0.07
O -1.43768 -2.66857 -2.06946  -0.05
H 2.38424 1.39403 -1.87314  -0.03
H 5.78856 -0.31246 -1.27651  0.10
H -1.66160 0.84916 -2.80247  0.15
O -1.73940 1.96154 -0.86284  -0.06
H 3.39288 -0.48008 -1.50652  0.03
O 2.51180 -0.42059 -1.97206  -0.06
H -0.74791 -1.35730 -0.10198  0.14
H -2.36351 -0.55712 -2.36332  0.09
H -0.86382 -0.48061 -1.70941  0.08
H 3.66232 -2.17619 0.77991  0.06
O 1.63627 2.48185 1.07597  -0.08
H -0.72961 -1.27950 4.15964  0.05
H 2.38145 -1.11114 -2.60119  0.04
H 3.93908 -3.21750 -0.45749  0.05
O -1.57493 -0.17751 -2.86352  -0.01

HOMO-LUMO gap = 0.3590 Eh
total charge = +1
multiplicity = 1

Stability, lowest: <P>

<P>
ORCA calculation (ωB97M-V/def2-TZVPD) on a cluster of 6 separate species, CH12O6 in total.

Each line ends with the Löwdin charge.
Atoms and positions in Å:
H 1.56936 2.32035 -0.45191  0.06
H -0.75153 1.70140 -0.86117  -0.02
H 4.39879 0.54712 1.80418  0.02
O -0.80853 -0.60079 -2.05155  -0.07
H 0.47198 -0.75249 -0.63954  0.01
O 1.09746 -0.64946 0.10157  -0.08
H -1.62435 -0.13919 -2.28282  0.04
H -2.52484 -1.46351 -0.03792  0.07
C -2.40329 -1.77543 1.00007  -0.10
O -1.69407 1.78269 -1.08660  -0.08
H 0.49354 -1.12536 0.70531  0.04
O 3.60535 0.18312 2.18476  -0.06
O 0.74025 2.06362 -0.01476  -0.08
O -1.33443 -1.66976 1.53457  0.00
H 3.37227 -0.47911 1.50722  0.03
H -3.27147 -2.29803 1.46054  0.09
H -2.19431 1.35164 -0.39478  0.03
H -0.22738 -0.15924 -2.68998  0.07
H 1.08520 1.16241 0.21279  0.02

HOMO-LUMO gap = 0.4036 Eh
SMILES string = C=O.O.O.O.O.O
total charge = 0
multiplicity = 1

<Q>
ORCA calculation (ωB97M-V/def2-TZVPD) on a cluster of 6 separate species, CH12O6 in total.

Each line ends with the Löwdin charge.
Atoms and positions in Å:
H -6.55860 -1.18774 0.23107  0.03
H -6.89014 -2.18360 1.30452  0.03
O -0.67238 -2.21655 -1.00983  -0.06
H -3.22482 0.63562 -0.08968  0.08
H 0.22315 -2.54540 -1.11080  0.04
H 7.19815 -0.95558 -0.23733  0.03
O 1.95967 3.26940 -0.04262  -0.08
H 0.68646 -0.06905 0.13067  0.01
H 2.74599 3.46323 -0.56348  0.03
H 1.94877 2.29306 -0.01646  -0.01
O 1.54242 0.33548 0.33871  -0.06
H -1.93021 1.91216 0.21176  0.09
C -2.25592 0.87451 0.38724  -0.12
H 1.41780 0.60347 1.26145  0.06
H -1.33104 -2.89327 -0.84371  0.04
O -7.30396 -1.50553 0.75428  -0.06
O 6.94522 -0.02436 -0.23131  -0.06
H 7.00168 0.19611 -1.16872  0.03
O -1.50225 -0.00198 0.69423  -0.01

HOMO-LUMO gap = 0.3976 Eh
SMILES string = C=O.O.O.O.O.O
total charge = 0
multiplicity = 1

Stability, lowest: <Q>

<P>
ORCA calculation (ωB97M-V/def2-TZVPD) on an isolated molecule of H4O2P2.

Each line ends with the Löwdin charge.
Atoms and positions in Å:
H -2.27549 1.23875 -0.73597  0.08
H 2.54845 0.58865 0.24463  -0.16
P -0.98442 -0.60656 0.00166  0.66
H 1.90707 -1.38366 0.17767  -0.16
O -2.11668 0.26118 -0.75978  -0.39
H -1.28734 -0.25664 1.36350  -0.05
O 0.30512 0.40404 0.24294  -0.81
P 1.90328 -0.24577 -0.53465  0.82

HOMO-LUMO gap = 0.3417 Eh
SMILES string = OPOP
total charge = 0
multiplicity = 1

<Q>
ORCA calculation (ωB97M-V/def2-TZVPD) on an isolated molecule of H4O2P2.

Each line ends with the Löwdin charge.
Atoms and positions in Å:
H -1.18265 -1.08844 -1.06215  -0.25
P -1.06421 -0.01965 -0.27721  0.62
O 2.68837 -0.60510 -0.63215  -0.41
H 2.03453 1.60236 -0.04333  0.04
O 1.45647 1.22210 0.61175  -0.30
H -1.12293 -0.94970 0.84400  -0.14
P 1.37190 -0.30693 0.02383  0.48
H 1.25659 -1.22057 0.98512  -0.04

HOMO-LUMO gap = 0.3508 Eh
SMILES string = O=[P@@H](O)P
total charge = 0
multiplicity = 1

Stability, lowest: <P>